1.
Entry from the Open Molecules 2025 dataset: a structure of composition C20H26F3N6O3TeV at a distorted geometry (ωB97M-V/def2-TZVPD).

Properties
DFT total energy: -2843.151611 hartree
F_max: 0.02614 Eh/bohr
energy relative to the best compared isomer or geometry (same formula, charge and spin): 1.171 eV
HOMO level (spin up / spin down): -14.0 / -14.0 eV
frontier orbital gap (spin up / spin down): 6.45 / 7.51 eV
lowest unoccupied orbital energy (spin up / spin down): -7.5 / -6.5 eV
total charge: +2
2S+1: 3

The geometry in XYZ format:
```
60
Properties=species:S:1:pos:R:3:nbo_charge:R:1
Te -1.14 0.19 -2.64 0.713
V 0.39 -0.34 -0.42 1.497
F -1.61 1.25 1.36 -0.335
F -2.38 0.36 3.19 -0.259
F -2.10 -0.86 1.41 -0.286
O 0.37 0.55 3.42 -0.639
O 0.16 -2.08 -0.66 -0.813
O 0.49 -0.91 1.72 -0.791
N 0.70 -6.50 -2.12 -0.246
N 0.74 1.84 -0.26 -0.911
N -0.24 -2.33 -3.91 -0.378
N 3.15 0.71 3.31 -0.690
N 2.56 -0.48 -0.80 -0.877
N 0.63 -4.04 0.37 -0.771
C 4.08 0.47 0.96 -0.431
C -5.61 1.47 -0.06 -0.179
C -4.90 -0.71 -0.77 -0.178
C -1.61 0.14 2.16 0.891
C 0.30 -3.97 -2.01 -0.459
C -4.47 2.03 -0.62 -0.221
C -2.31 1.83 -1.88 -0.656
C -0.12 -0.11 2.51 0.715
C -2.77 -1.06 -2.05 -0.578
C 0.50 -5.37 -2.14 0.258
C -3.75 -0.16 -1.34 -0.110
C 2.91 0.88 1.84 -0.069
C -5.82 0.10 -0.13 -0.180
C 0.35 -3.38 -0.77 0.618
C 2.06 2.47 0.07 -0.041
C 0.02 -3.11 -3.10 0.340
C 2.45 2.30 1.55 -0.439
C -3.54 1.21 -1.26 0.019
C 3.63 0.53 -0.50 -0.040
C 3.14 1.93 -0.87 -0.425
H 2.77 1.94 -1.90 0.230
H 4.00 2.61 -0.85 0.260
H 3.26 3.00 1.75 0.240
H 2.55 -0.60 -1.82 0.410
H -2.39 -1.86 -1.42 0.242
H -1.75 2.41 -1.15 0.208
H 3.58 -0.19 3.52 0.442
H 0.01 2.23 0.34 0.418
H 1.61 2.58 2.19 0.249
H -6.33 2.11 0.43 0.238
H 2.83 -1.40 -0.45 0.403
H 4.93 1.15 1.08 0.244
H 0.51 2.18 -1.19 0.410
H 4.43 -0.53 1.21 0.232
H 3.74 1.44 3.72 0.439
H 0.64 -5.05 0.35 0.440
H -5.07 -1.78 -0.83 0.228
H -4.31 3.10 -0.57 0.224
H -3.16 -1.49 -2.96 0.270
H 2.19 0.71 3.75 0.491
H 2.11 0.18 1.65 0.239
H 1.95 3.54 -0.11 0.235
H 0.40 -3.59 1.24 0.421
H -2.54 2.48 -2.72 0.259
H -6.71 -0.33 0.30 0.239
H 4.49 0.28 -1.12 0.240
```

=====

2.
Entry from the Open Molecules 2025 dataset: a structure of composition C20H26F6N3O4PS2SiV (ωB97M-V/def2-TZVPD).

Properties
DFT total energy: -4213.830387 hartree
F_max: 0.01068 Eh/bohr
energy relative to the best compared isomer or geometry (same formula, charge and spin): 0.000 eV
HOMO level (spin up / spin down): -4.3 / -4.4 eV
frontier orbital gap (spin up / spin down): 6.27 / 6.26 eV
lowest unoccupied orbital energy (spin up / spin down): 2.0 / 1.9 eV
total charge: -1
2S+1: 3

The geometry in XYZ format:
```
64
Properties=species:S:1:pos:R:3:nbo_charge:R:1
V -2.56 0.26 -0.41 1.268
S -2.68 2.68 -0.52 -0.151
S -1.85 0.38 -2.65 -0.121
P -3.45 0.15 2.59 2.606
Si 1.51 0.69 0.21 2.178
F -3.02 1.62 3.00 -0.561
F -2.02 0.03 1.68 -0.568
F -4.85 0.28 3.31 -0.563
F -3.83 -1.32 2.05 -0.567
F -4.07 0.76 1.16 -0.559
F -2.70 -0.48 3.84 -0.566
O -5.55 -2.29 -1.58 -0.623
O 0.09 -0.26 0.14 -0.890
O -4.39 -0.51 -1.05 -0.591
O 1.19 -2.17 0.84 -0.713
N -0.60 2.71 -5.25 -0.335
N -1.66 5.55 -2.61 -0.329
N -2.20 -1.74 -0.47 -0.659
C -2.00 3.04 -2.07 -0.272
C -3.25 -2.54 -0.80 0.065
C 3.35 -0.35 2.25 -0.601
C -0.99 -3.81 0.05 -0.181
C 1.09 0.49 2.97 -0.593
C -4.43 -1.73 -1.15 0.807
C 0.84 2.39 -0.10 -1.234
C -3.25 -3.89 -0.76 -0.303
C -1.01 -2.35 -0.04 0.066
C -2.05 -4.54 -0.31 -0.233
C 3.13 -1.23 -1.23 -0.596
C 2.70 0.23 -1.20 -0.574
C -1.81 4.43 -2.38 0.277
C 0.06 -1.61 0.29 0.466
C 2.25 0.68 1.98 -0.567
C 1.99 0.55 -2.53 -0.613
C -1.08 2.44 -4.23 0.277
C 2.86 2.07 2.24 -0.604
C -1.64 2.09 -2.97 -0.309
C 3.95 1.12 -1.11 -0.604
H 2.65 0.29 -3.36 0.200
H 2.12 2.86 2.20 0.217
H 1.07 -2.23 1.80 0.482
H 0.16 2.71 0.69 0.257
H 1.65 3.12 -0.17 0.239
H -4.12 -4.48 -1.01 0.188
H 4.58 0.94 -1.98 0.203
H 4.54 0.91 -0.22 0.200
H 3.65 -0.28 3.30 0.194
H 4.23 -0.17 1.64 0.204
H 3.70 2.18 -1.10 0.210
H 0.63 -0.50 2.90 0.194
H 3.03 -1.38 2.07 0.210
H 1.73 1.60 -2.62 0.214
H -5.44 -3.25 -1.62 0.495
H 1.46 0.61 4.00 0.199
H 3.84 -1.37 -2.06 0.191
H -0.07 -4.27 0.39 0.220
H 3.30 2.08 3.25 0.198
H 1.07 -0.03 -2.64 0.231
H 3.61 -1.56 -0.31 0.208
H 0.28 2.42 -1.04 0.260
H 3.66 2.31 1.54 0.206
H -2.00 -5.62 -0.25 0.209
H 0.29 1.22 2.82 0.227
H 2.29 -1.90 -1.41 0.218
```

=====

3.
Entry from the Open Molecules 2025 dataset: a cluster of 4 separate species, C20H26F7N4O in total at a distorted geometry (ωB97M-V/def2-TZVPD).

Properties
DFT total energy: -1770.730572 hartree
F_max: 0.03925 Eh/bohr
HOMO level: -13.4 eV
frontier orbital gap: 9.01 eV
lowest unoccupied orbital energy: -4.4 eV
total charge: +1

The geometry in XYZ format:
```
58
Properties=species:S:1:pos:R:3:nbo_charge:R:1
F -2.41 0.72 4.36 -0.305
F -2.42 -0.47 2.53 -0.302
F -2.05 3.67 2.91 -0.295
F -2.06 3.03 0.85 -0.292
F -4.17 2.47 3.05 -0.278
F -4.27 -0.05 3.56 -0.287
F -3.83 1.35 1.23 -0.283
O 2.87 0.08 2.91 -0.466
N 1.66 0.71 2.71 0.030
N 3.78 -2.42 2.41 -0.423
N -0.30 -0.90 -1.61 -0.420
N -3.20 -0.69 -5.13 -0.371
C -3.97 -1.33 -4.58 0.317
C -0.60 0.46 -3.82 -0.528
C -3.30 1.72 2.39 0.556
C 7.02 -1.25 0.75 -0.613
C -0.22 0.98 1.43 -0.195
C -0.43 -0.30 -2.58 0.347
C 0.50 2.59 -2.94 -0.609
C -3.07 0.44 3.24 0.917
C -5.77 -1.33 -2.87 -0.379
C -0.68 1.89 2.32 -0.001
C -4.94 -2.15 -3.86 -0.516
C -4.93 -0.73 -1.74 -0.613
C 0.97 0.38 1.64 0.088
C 0.51 1.50 -4.01 -0.379
C 1.25 1.62 3.59 0.060
C 6.15 -3.38 1.87 -0.522
C -2.00 2.59 2.11 0.621
C 7.23 -2.29 1.85 -0.378
C 0.07 2.22 3.40 -0.196
C 4.83 -2.84 2.17 0.356
H -1.58 0.94 -3.81 0.263
H -4.41 -1.52 -1.19 0.205
H -6.29 -0.53 -3.40 0.213
H 7.00 -1.73 -0.23 0.209
H 1.33 -0.36 0.96 0.288
H -0.46 3.11 -2.91 0.208
H 1.27 3.33 -3.14 0.223
H 6.40 -4.13 2.61 0.261
H 1.87 1.87 4.43 0.262
H 8.20 -2.77 1.72 0.220
H 0.69 2.17 -1.94 0.190
H -5.60 -2.62 -4.59 0.258
H -0.83 0.73 0.57 0.286
H 2.71 -0.60 3.59 0.512
H -4.42 -2.95 -3.34 0.248
H -6.54 -1.98 -2.44 0.215
H -4.19 -0.03 -2.13 0.206
H -5.57 -0.19 -1.04 0.219
H 7.26 -1.79 2.82 0.208
H -0.25 2.96 4.11 0.273
H 1.48 1.01 -4.02 0.208
H 6.08 -0.71 0.89 0.204
H 6.12 -3.88 0.90 0.255
H -0.60 -0.23 -4.66 0.278
H 7.83 -0.52 0.76 0.225
H 0.37 1.96 -4.99 0.222
```

=====

4.
Entry from the Open Molecules 2025 dataset: a structure of composition C20H26HgN2O10 at a distorted geometry (ωB97M-V/def2-TZVPD).

Properties
DFT total energy: -1793.022844 hartree
F_max: 0.04452 Eh/bohr
energy relative to the best compared isomer or geometry (same formula, charge and spin): 0.830 eV
HOMO level: -1.9 eV
frontier orbital gap: 5.82 eV
lowest unoccupied orbital energy: 3.9 eV
total charge: -2

The geometry in XYZ format:
```
59
Properties=species:S:1:pos:R:3:nbo_charge:R:1
Hg 0.07 -0.25 0.13 1.607
O -1.63 2.24 -5.87 -0.641
O 3.35 -0.33 5.97 -0.628
O 0.85 -2.20 -1.43 -0.546
O 5.36 -0.46 4.18 -0.636
O 0.02 2.21 1.16 -0.544
O 0.61 3.80 -5.22 -0.633
O 1.18 1.27 -1.35 -0.754
O 0.26 -0.71 2.49 -0.813
O 2.37 -0.77 0.67 -0.757
O -1.10 -0.09 -1.91 -0.818
N -2.13 0.53 1.05 -0.842
N -1.25 -2.51 0.23 -0.826
C 2.57 -0.49 1.91 0.377
C 0.27 2.86 -4.51 0.404
C -1.44 1.05 -3.93 -0.526
C -1.77 -4.76 -0.48 -0.625
C 0.95 2.62 -3.29 -0.493
C -0.65 -3.71 -0.45 -0.078
C 0.58 1.61 -2.40 0.386
C -0.73 0.80 -2.74 0.400
C -2.31 2.02 0.85 -0.079
C -1.18 2.86 1.42 -0.059
C 1.70 -0.59 4.30 -0.518
C -0.96 2.02 -4.84 0.422
C 3.87 -0.28 2.36 -0.521
C 4.21 -0.40 3.75 0.434
C 1.15 2.89 1.69 -0.243
C 3.03 -0.45 4.80 0.439
C 1.70 -1.87 -2.48 -0.255
C -3.73 2.43 1.24 -0.623
C -0.04 -3.24 -1.75 -0.065
C 1.46 -0.63 2.95 0.380
H 1.76 3.25 -2.95 0.195
H -0.76 -2.85 -2.48 0.191
H 0.60 -4.04 -2.15 0.165
H -2.19 -2.48 -0.17 0.347
H -2.25 0.31 2.04 0.368
H 0.90 -0.68 5.02 0.194
H 0.17 -4.06 0.17 0.205
H 1.47 3.66 0.98 0.174
H -3.86 2.48 2.33 0.198
H -3.83 3.44 0.82 0.212
H -4.49 1.77 0.82 0.206
H 1.25 -1.94 -3.49 0.163
H 1.94 2.17 1.83 0.227
H -1.42 -2.72 1.22 0.372
H -1.35 3.16 2.47 0.154
H -1.86 -5.18 0.53 0.210
H 2.02 -0.83 -2.47 0.234
H 0.86 3.37 2.63 0.158
H -2.16 2.08 -0.24 0.217
H -1.64 -5.66 -1.10 0.202
H -1.08 3.78 0.84 0.173
H -2.97 0.20 0.58 0.357
H 2.56 -2.55 -2.47 0.157
H 4.73 -0.35 1.69 0.202
H -2.36 0.52 -4.09 0.196
H -2.70 -4.33 -0.86 0.197
```